(i)
The ion C6H16NO with charge +1. Source: the OMol25 dataset; level of theory: wB97M-V/def2-TZVPD.

Last column: Löwdin charge in e.
Element x y z (Å)
C  -1.1295  2.2110  0.9618  -0.01
C  -0.2744  1.4361  -0.0646  -0.39
C  0.9774  2.2254  -0.2524  -0.02
O  0.0609  0.2221  0.6201  -0.04
C  0.0003  -0.9654  0.0969  -0.46
C  0.2397  -2.0614  1.2643  0.03
C  -1.1006  -1.5984  -0.7733  0.01
N  1.4484  -1.2372  -0.8570  0.20
H  -2.0140  1.5846  1.2675  0.12
H  -0.3889  2.4016  1.7415  0.09
H  -1.3557  3.1517  0.5283  0.08
H  -0.8771  1.0825  -0.9037  0.14
H  1.1444  2.4710  0.7757  0.08
H  0.9636  3.1431  -0.7582  0.08
H  1.8114  1.5560  -0.5835  0.09
H  0.5391  -1.5262  2.1678  0.09
H  -0.6434  -2.6600  1.4119  0.08
H  1.1191  -2.7672  1.0545  0.11
H  -1.4735  -0.8950  -1.5854  0.11
H  -0.6218  -2.4785  -1.3137  0.12
H  -1.8683  -1.9362  -0.2361  0.04
H  2.2769  -0.9273  -0.3312  0.15
H  1.3555  -0.7135  -1.7542  0.15
H  1.5509  -2.2668  -1.0489  0.15

Results
* structure (SMILES): CC(C)OC(C)(C)[NH3+]
* LUMO energy: -3.2 eV
* Kohn-Sham gap: 0.4329 Ha
* total charge: +1

(ii)
A cluster of 2 separate species, C6H16NO in total. Source: the OMol25 dataset; level of theory: wB97M-V/def2-TZVPD.

Last column: Löwdin charge in e.
Element x y z (Å)
C  -2.0844  0.4759  0.2459  -0.11
C  -1.7071  -0.7679  -0.4476  -0.25
C  -0.7498  -1.0256  -1.5543  -0.26
C  2.6172  0.9191  -1.0270  -0.09
C  1.1377  0.5817  -1.1337  -0.15
C  0.6714  -0.6781  -1.3326  -0.12
N  -0.9134  0.8619  1.2533  0.15
H  -2.2985  1.3387  -0.4606  0.15
H  -2.9342  0.3577  0.9602  0.14
H  -1.3985  -1.7193  0.2678  0.18
H  -2.6884  -1.3310  -0.7771  0.16
H  -0.8936  -1.9919  -2.1364  0.15
H  -0.9737  -0.4336  -2.4928  0.13
H  3.3373  0.1716  -1.4481  0.09
H  3.0261  2.0044  -1.3346  0.13
H  2.8856  0.8171  -0.0367  0.02
H  0.5023  1.3684  -0.9685  0.06
H  1.3139  -1.5316  -1.1456  0.12
H  -1.1313  0.4846  2.1478  0.11
H  -0.8743  1.8964  1.4282  0.18
H  -0.0087  0.3347  0.9917  0.13
H  1.6497  -0.1826  3.1983  0.08
H  0.6294  -1.3836  3.0448  0.01
O  0.8854  -0.5672  2.7575  0.00

Results
* LUMO energy: -3.2 eV
* Kohn-Sham gap: 0.3478 Ha
* total charge: +1

(iii)
A cluster of 2 separate species, C6H16NO in total. Source: the OMol25 dataset; level of theory: wB97M-V/def2-TZVPD.

Last column: Löwdin charge in e.
Element x y z (Å)
C  1.2473  1.0555  -1.4047  -0.13
C  -0.2091  1.4503  -1.5047  -0.20
C  -1.0613  0.9606  -0.3357  -0.21
C  -1.7059  -2.7586  0.7109  -0.09
C  -1.3970  -1.2852  0.7608  -0.16
C  -1.2879  -0.5141  -0.3178  -0.14
N  1.8305  1.5742  -0.0748  0.19
H  1.3719  -0.0215  -1.4224  0.13
H  1.8775  1.5208  -2.1622  0.13
H  -0.3305  2.5311  -1.6364  0.13
H  -0.5385  1.0475  -2.4615  0.13
H  -0.8021  1.4363  0.6170  0.12
H  -2.0377  1.4168  -0.4985  0.12
H  -1.6626  -3.1829  1.7091  0.07
H  -2.7186  -2.9335  0.3541  0.09
H  -1.0646  -3.3083  0.0834  0.06
H  -1.3169  -0.8695  1.7621  0.10
H  -1.3203  -1.0388  -1.2724  0.12
H  1.3382  2.4583  0.0179  0.16
H  2.8465  1.6170  -0.0958  0.17
H  1.5758  0.9510  0.7087  0.09
H  2.2677  -1.1845  1.7516  0.08
H  1.3632  -0.5287  2.7964  0.08
O  1.7346  -0.3937  1.9149  -0.04

Results
* LUMO energy: -3.1 eV
* Kohn-Sham gap: 0.3406 Ha
* total charge: +1

The structure with the greatest stability is (iii).

(i)
A cluster of 2 separate species, C5H10NO2 in total. Source: the OMol25 dataset; level of theory: wB97M-V/def2-TZVPD.

Last column: Löwdin charge in e.
Element x y z (Å)
N  0.5940  -2.6295  1.3692  0.07
C  0.0862  -2.1030  0.1228  -0.86
O  -1.0726  -1.6502  0.1190  -0.09
O  0.9046  -2.2188  -0.8199  -0.11
H  -0.1273  -2.8648  2.0322  0.05
H  1.3118  -3.3073  1.2154  0.04
C  1.1976  0.8923  -1.1355  -0.13
C  0.4675  1.2201  0.1736  -0.27
C  -0.8700  1.8239  -0.1143  -0.22
C  -2.0529  1.2917  0.1564  -0.01
H  1.3458  1.8026  -1.7328  0.06
H  2.1420  0.3855  -0.9597  0.06
H  0.5565  0.2344  -1.7214  0.07
H  1.0885  1.9106  0.7613  0.10
H  0.3695  0.3004  0.7456  0.08
H  -0.8353  2.7732  -0.6539  0.09
H  -2.9396  1.8015  -0.2102  0.04
H  -2.1665  0.3373  0.6521  0.04

Results
* LUMO energy: 4.1 eV
* Kohn-Sham gap: 0.3046 Ha
* total charge: -1

(ii)
A structure of composition C5H10NO2. Source: the OMol25 dataset; level of theory: wB97M-V/def2-TZVPD.

Last column: Löwdin charge in e.
Element x y z (Å)
O  3.2169  1.1008  0.1661  -0.17
C  2.9266  0.0089  -0.4222  -0.59
O  2.8796  -1.1561  0.2172  -0.23
C  -2.1372  0.2503  -0.1343  -0.37
C  -0.5955  -0.0368  -0.3512  -0.45
C  -0.3920  -1.3750  0.1667  -0.14
C  0.0345  1.2489  0.2961  -0.08
N  -3.0541  -0.6891  -0.0789  0.07
H  2.5191  -0.1281  -1.4631  0.09
H  -0.4021  -0.0852  -1.4669  0.15
H  -1.2313  -1.9070  -0.2155  0.04
H  -0.3792  -1.2966  1.2583  0.09
H  0.6136  -1.7783  -0.3117  0.11
H  -0.2288  1.3420  1.5841  0.16
H  1.1139  1.2517  0.2654  0.00
H  -0.3052  2.1575  -0.2584  0.06
H  -2.2581  1.3417  -0.2001  0.09
H  -2.3208  -0.2499  0.9482  0.16

Results
* LUMO energy: 3.4 eV
* Kohn-Sham gap: 0.2793 Ha
* total charge: -1

(iii)
The ion C5H10NO2 with charge -1. Source: the OMol25 dataset; level of theory: wB97M-V/def2-TZVPD.

Last column: Löwdin charge in e.
Element x y z (Å)
C  -1.9622  1.6510  1.6879  -0.11
C  -1.1806  0.3119  1.9901  -0.26
C  0.0599  -0.2459  1.2542  -0.19
C  0.0860  0.0167  -0.2609  -0.33
N  0.7909  1.3308  -0.4640  -0.01
C  0.7200  -1.0574  -1.2663  -0.67
O  -0.1705  -1.5353  -2.0330  -0.11
O  1.9865  -1.1083  -1.3889  -0.12
H  -2.3094  1.7086  0.6279  0.08
H  -2.5263  2.0614  2.4765  0.03
H  -1.1960  2.4346  1.7232  0.05
H  -1.9138  -0.5494  1.8237  0.10
H  -1.0158  0.1378  3.0398  0.07
H  -0.0608  -1.3401  1.4314  0.11
H  1.0181  0.2275  1.6503  0.12
H  -0.9285  0.1218  -0.5545  0.10
H  1.8072  1.2117  -0.5761  0.05
H  0.7227  1.7609  -1.4492  0.09

Results
* structure (SMILES): CCC[C@@H](N)C(=O)[O-]
* LUMO energy: 3.7 eV
* Kohn-Sham gap: 0.2769 Ha
* total charge: -1

(iv)
The ion C5H10NO2 with charge -1. Source: the OMol25 dataset; level of theory: wB97M-V/def2-TZVPD.

Last column: Löwdin charge in e.
Element x y z (Å)
C  -1.8629  1.9324  0.3715  -0.01
C  -1.2610  0.9152  1.3089  -0.56
O  -1.1970  1.1678  2.5074  0.00
N  -0.7917  -0.2418  0.7952  0.06
C  -0.5352  -0.5546  -0.6097  -0.22
C  0.8858  -0.3113  -1.0569  -0.21
C  1.6792  -1.5724  -1.5242  -0.60
O  3.0021  -1.4085  -1.4616  -0.36
H  -1.0800  2.6545  0.1280  0.09
H  -2.6050  2.4747  0.9455  0.07
H  -2.2996  1.5560  -0.5477  0.06
H  -0.3002  -0.8057  1.4742  0.15
H  -1.2672  -0.0133  -1.1995  0.09
H  -0.8173  -1.5963  -0.7725  0.11
H  1.0794  0.4741  -1.7996  0.10
H  1.4862  0.0314  -0.2115  0.09
H  1.2585  -2.4429  -0.9371  0.07
H  1.3076  -1.7929  -2.5550  0.07

Results
* structure (SMILES): CC(=O)NCCC[O-]
* LUMO energy: 3.5 eV
* Kohn-Sham gap: 0.2190 Ha
* total charge: -1

The structure with the greatest stability is (i).

(i)
The molecule C3H4N4O. Source: the OMol25 dataset; level of theory: wB97M-V/def2-TZVPD.

Last column: Löwdin charge in e.
Element x y z (Å)
C  -2.5046  -0.1861  0.1476  -0.02
N  -1.6996  0.7830  -0.1528  0.00
N  -0.3824  0.5357  -0.1488  -0.22
C  0.5001  -0.5237  -0.1075  0.05
C  1.7457  0.1841  0.1398  -0.63
O  2.8893  -0.1435  -0.0451  0.12
N  1.5978  1.4028  0.0871  0.09
N  0.3365  1.6957  -0.0635  0.08
H  -3.5866  0.1494  0.4268  0.10
H  -2.0312  -1.2893  0.0194  0.11
H  -0.0328  -1.4127  -0.3969  0.08
H  3.1678  -1.1955  0.0940  0.24

Results
* structure (SMILES): C=Nn1cc(O)nn1
* LUMO energy: 0.0 eV
* Kohn-Sham gap: 0.3148 Ha
* total charge: 0

(ii)
A structure of composition C3H4N4O. Source: the OMol25 dataset; level of theory: wB97M-V/def2-TZVPD.

Last column: Löwdin charge in e.
Element x y z (Å)
C  -1.3341  0.7967  -0.4175  -0.25
C  -0.3842  -0.3209  -0.1170  -0.39
C  1.0514  -1.0924  1.4815  -0.18
H  -0.3207  1.3244  -1.8417  0.23
H  -0.8094  1.8807  0.2896  0.21
H  -2.6346  0.7683  -0.1666  0.19
H  1.4823  -1.0906  2.5944  0.15
N  -0.1415  -0.6879  1.1082  0.11
N  2.2045  -1.1587  0.6951  0.04
N  1.8413  -1.0162  -0.6171  0.01
N  0.5967  -0.4339  -1.0927  0.09
O  -1.5516  1.0305  -1.9162  -0.21

Results
* LUMO energy: -1.3 eV
* Kohn-Sham gap: 0.3267 Ha
* total charge: 0

(iii)
The molecule C3H4N4O. Source: the OMol25 dataset; level of theory: wB97M-V/def2-TZVPD.

Last column: Löwdin charge in e.
Element x y z (Å)
H  -2.6854  1.3704  -0.9976  0.03
N  -1.7912  0.9647  -0.8437  0.11
C  -1.5578  0.7159  0.4182  -0.22
N  -0.3975  0.0783  0.8204  0.07
C  0.6433  -0.1348  0.1095  -0.36
C  1.6749  -0.9965  0.2542  -0.07
N  2.3113  -1.0810  -0.9821  -0.01
N  1.7804  -0.4087  -1.8112  0.04
O  0.6028  0.2668  -1.2346  -0.01
H  -2.3341  0.6313  1.2624  0.14
H  -0.2825  0.0375  1.8031  0.15
H  2.0358  -1.4437  1.2014  0.11

Results
* structure (SMILES): [H]/N=C/Nc1cnno1
* LUMO energy: 0.4 eV
* Kohn-Sham gap: 0.3452 Ha
* total charge: 0

(iv)
The molecule C3H4N4O. Source: the OMol25 dataset; level of theory: wB97M-V/def2-TZVPD.

Last column: Löwdin charge in e.
Element x y z (Å)
H  0.9216  0.8751  2.3052  0.06
N  1.6547  0.1199  2.3599  0.09
C  1.4708  -0.8134  1.5395  -0.33
N  0.7558  -1.0311  0.3881  0.10
C  -0.2655  -0.3258  -0.3483  -0.42
C  -0.6345  -0.5205  -1.6911  -0.02
N  -1.1860  0.7066  -1.8930  -0.03
N  -1.3719  1.4661  -0.9984  0.16
O  -0.7114  0.6163  0.2977  0.07
H  2.2985  -1.5032  1.6796  0.11
H  0.7277  -1.9867  0.1135  0.12
H  -0.6497  -1.1877  -2.4773  0.08

Results
* structure (SMILES): [H]/N=C\Nc1cnno1
* LUMO energy: 0.5 eV
* Kohn-Sham gap: 0.3622 Ha
* total charge: 0

The structure with the greatest stability is (iii).

(i)
The molecule C3H4N4O. Source: the OMol25 dataset; level of theory: wB97M-V/def2-TZVPD.

Last column: Löwdin charge in e.
Element x y z (Å)
N  0.8750  -1.4217  0.0345  0.07
C  0.6488  -0.0139  -0.0790  -0.29
C  1.5754  0.8582  -0.4320  -0.13
O  2.4499  1.5350  -0.8004  0.19
C  -0.7084  0.4981  0.2118  -0.48
N  -1.8093  -0.2972  0.0339  0.11
N  -0.7485  2.0988  -0.2195  0.13
N  -0.9015  1.7453  0.9381  0.05
H  1.3341  -1.8161  -0.7767  0.08
H  1.3874  -1.6762  0.8715  0.08
H  -1.7140  -1.0529  -0.6280  0.09
H  -2.3887  -0.4573  0.8457  0.09

Results
* structure (SMILES): NC(=C=O)C1(N)N=N1
* LUMO energy: 0.4 eV
* Kohn-Sham gap: 0.3014 Ha
* total charge: 0

(ii)
The molecule C3H4N4O. Source: the OMol25 dataset; level of theory: wB97M-V/def2-TZVPD.

Last column: Löwdin charge in e.
Element x y z (Å)
H  1.1494  0.2692  2.5212  0.01
N  0.9513  -0.6673  2.2461  0.11
C  0.2303  -0.5254  1.1506  -0.47
N  -0.2544  -1.6238  0.4249  0.05
N  -0.6927  -1.4854  -0.7512  0.03
C  -0.5820  -0.2560  -1.4320  -0.05
C  -0.1056  0.9098  -0.8183  -0.34
O  0.1420  2.0530  -1.4504  0.08
N  0.1643  0.7230  0.5760  0.12
H  -0.9922  -0.3645  -2.3704  0.07
H  -0.0337  2.6809  -0.5350  0.23
H  0.3053  1.5943  1.1152  0.16

Results
* structure (SMILES): [H]/N=c1/nncc(O)[nH]1
* LUMO energy: -0.6 eV
* Kohn-Sham gap: 0.2966 Ha
* total charge: 0

(iii)
A cluster of 2 separate species, C3H4N4O in total. Source: the OMol25 dataset; level of theory: wB97M-V/def2-TZVPD.

Last column: Löwdin charge in e.
Element x y z (Å)
C  -0.5281  0.2473  -0.4206  -0.49
C  1.4019  -0.3713  -0.0518  -0.41
C  1.3323  1.2583  0.0144  -0.02
H  -1.9054  -1.3875  1.6202  0.28
H  -2.2387  0.9717  0.2537  0.17
H  1.7175  -2.0417  -0.6387  0.18
H  2.1467  2.0501  0.2980  0.14
N  -1.9028  0.3047  -0.5230  -0.06
N  0.0639  -0.7627  -0.2853  0.15
N  2.4358  -1.1227  -0.1691  0.13
N  0.0826  1.5773  -0.1132  0.12
O  -2.6057  -0.7236  0.0153  -0.19

Results
* LUMO energy: -2.0 eV
* Kohn-Sham gap: 0.2901 Ha
* total charge: 0

The structure with the greatest stability is (ii).

(i)
The molecule C5H8S. Source: the OMol25 dataset; level of theory: wB97M-V/def2-TZVPD.

Last column: Löwdin charge in e.
Element x y z (Å)
C  -0.4216  2.1189  1.3708  0.12
C  -0.4143  1.2041  0.5615  -0.17
C  -0.0482  0.0035  -0.2507  -0.85
C  -0.8528  -1.2645  0.0774  -0.13
C  1.4738  -0.1491  -0.1676  -0.14
S  -0.3895  0.3958  -2.0986  0.71
H  -0.3471  2.8586  2.1657  0.04
H  -0.8299  -2.0768  -0.8159  0.13
H  -1.8739  -1.1322  0.3345  0.05
H  -0.3158  -1.5916  1.0276  0.10
H  1.7266  -1.2359  -0.1944  0.09
H  2.1777  0.4618  -0.8324  0.10
H  1.8164  0.3548  0.7858  0.09
H  -1.7013  0.0525  -1.9637  -0.13

Results
* structure (SMILES): C#CC(C)(C)S
* LUMO energy: 0.8 eV
* Kohn-Sham gap: 0.3638 Ha
* total charge: 0

(ii)
The molecule C5H8S. Source: the OMol25 dataset; level of theory: wB97M-V/def2-TZVPD.

Last column: Löwdin charge in e.
Element x y z (Å)
C  -1.1153  0.2229  -0.1659  -0.17
C  -0.2885  -1.3275  0.1622  -0.11
C  0.9507  -0.6267  -0.3409  -0.60
S  2.6485  -0.0967  -0.0945  0.92
C  1.2840  0.6181  0.5014  -0.63
C  -0.0135  1.3058  -0.0918  -0.20
H  -1.6421  -0.0754  -1.1509  0.10
H  -2.0957  0.1101  0.6159  0.14
H  -0.8828  -2.0726  -0.3449  0.07
H  -0.5277  -1.5908  1.3010  0.13
H  0.7577  -0.3253  -1.3484  0.07
H  1.2273  0.1452  1.3877  0.04
H  0.1840  1.6802  -1.1120  0.11
H  -0.4867  2.0326  0.6812  0.12

Results
* structure (SMILES): C1C[C@@H]2S[C@H]2C1
* LUMO energy: 1.1 eV
* Kohn-Sham gap: 0.3591 Ha
* total charge: 0

The structure with the greatest stability is (i).